74
Properties=species:S:1:pos:R:3:forces:R:3:lowdin_charge:R:1 method="wB97M-V/def2-TZVPD" de_lowest_ev=0.678 lumo_ev=4.2 gap_ev=5.3 charge=-2 e_homo_ev=-1.2
Hf 0.930690 0.707808 -1.736465 -1.62 -1.71 0.92 0.754
C 0.817953 1.146724 3.584473 0.02 -0.04 0.03 -0.092
C 1.011563 2.394964 2.735107 -0.06 0.09 -0.07 -0.376
C 0.930155 3.630755 3.639325 -0.01 0.01 -0.01 -0.082
C 2.315882 2.375665 1.958574 0.11 0.04 0.11 -0.217
C 2.783662 3.516922 1.312786 0.07 -0.01 -0.02 -0.064
C 4.019644 3.538207 0.680576 -0.03 0.03 0.01 -0.073
C 4.839226 2.415986 0.677991 0.03 -0.04 -0.05 -0.314
C 6.167715 2.400662 -0.027825 -0.01 0.01 0.04 -0.087
C 4.361316 1.268936 1.296643 -0.02 -0.05 -0.06 -0.082
C 3.116977 1.239945 1.904915 0.16 0.00 0.17 -0.057
H -0.104759 1.216695 4.156536 -0.12 0.00 0.05 0.063
H 1.646015 1.043636 4.293382 -0.01 -0.01 0.00 0.084
H 0.762337 0.244473 2.978455 -0.03 -0.02 -0.04 0.057
H 0.189612 2.456841 2.009580 0.01 -0.08 0.01 0.132
H 1.783649 3.651228 4.322011 0.00 0.00 0.02 0.082
H 0.015530 3.604174 4.236849 -0.02 0.00 0.00 0.068
H 0.932799 4.562981 3.075425 0.02 0.00 -0.02 0.061
H 2.173154 4.410838 1.285413 -0.02 0.01 -0.02 0.101
H 4.339202 4.428290 0.153365 -0.01 0.00 -0.01 0.073
H 6.094653 1.842995 -0.964024 -0.04 0.00 -0.01 0.050
H 6.928248 1.921622 0.594583 0.02 0.01 -0.01 0.068
H 6.495598 3.406233 -0.285068 0.00 0.02 0.01 0.055
H 4.959158 0.363418 1.271581 0.00 0.00 -0.01 0.108
H 2.782382 0.316041 2.352850 -0.02 -0.02 -0.02 0.096
B -1.141628 0.315977 -4.372593 -0.08 0.01 -0.11 -0.452
N -0.346135 -1.006287 -4.148437 0.07 0.09 0.03 -0.060
C -0.415309 -2.189762 -4.749742 0.01 -0.03 -0.01 -0.076
C 0.550647 -3.026573 -4.208341 0.03 0.10 -0.02 -0.080
C 1.181487 -2.240233 -3.252292 0.21 0.02 -0.05 -0.178
N 0.640762 -1.022156 -3.228960 -0.35 0.08 -0.09 -0.094
N -2.056011 0.504793 -3.138814 0.07 -0.01 -0.10 -0.080
C -3.372916 0.662698 -3.006534 0.03 -0.01 0.05 -0.089
C -3.656848 0.867344 -1.664796 0.06 0.01 -0.02 -0.057
C -2.411014 0.807480 -1.041677 -0.12 -0.06 0.04 -0.143
N -1.454619 0.591284 -1.938609 0.15 0.17 -0.34 -0.068
H -1.804269 0.241393 -5.386584 0.08 -0.01 0.14 0.074
H -0.332275 1.213964 -4.360413 -0.02 -0.04 -0.03 0.021
H -1.141473 -2.354538 -5.526377 -0.02 -0.01 -0.04 0.118
H 0.769597 -4.044912 -4.473014 0.01 -0.03 -0.02 0.088
H 2.010428 -2.468923 -2.603160 0.00 -0.02 0.02 0.094
H -4.011445 0.619978 -3.871932 -0.03 -0.02 -0.03 0.111
H -4.616596 1.022872 -1.205673 -0.02 -0.01 0.02 0.082
H -2.152227 0.884236 -0.006555 0.01 0.03 0.23 0.082
Se 2.365823 2.207980 -5.539697 -0.12 -0.10 -0.06 -0.206
Sb 2.917964 2.619482 -3.247921 0.42 0.33 -0.34 -0.259
Se 0.729363 3.224384 -1.891274 0.60 0.28 -0.26 0.004
Se 3.433852 0.311046 -2.142972 0.30 0.69 -0.09 0.028
Se 4.641107 4.269951 -2.960479 0.02 0.03 0.24 -0.186
C 0.500179 -0.240454 0.133408 -0.04 0.00 -0.07 -0.202
C -0.411936 -0.960476 0.601086 0.27 0.44 -0.30 -0.211
C -1.465832 -1.755164 1.010756 -0.36 -0.11 0.45 -0.211
C -2.174856 -1.468453 2.274590 0.16 -0.13 -0.26 -0.183
C -2.690218 -2.500739 3.080047 -0.03 -0.09 0.04 -0.068
C -3.375991 -2.247702 4.256184 0.03 0.00 -0.04 -0.116
C -3.572839 -0.943721 4.698654 0.01 -0.03 -0.03 -0.137
C -3.053829 0.091618 3.934126 0.05 0.03 -0.02 -0.116
C -2.372960 -0.166437 2.754278 0.10 0.03 0.04 -0.055
C -1.907119 -2.835541 0.137682 0.11 0.05 0.11 -0.182
C -3.174170 -3.443575 0.246320 -0.09 -0.02 -0.03 -0.065
C -3.580224 -4.448683 -0.615791 0.00 0.00 -0.02 -0.125
C -2.752499 -4.899714 -1.638277 0.02 0.08 0.10 -0.138
C -1.503857 -4.301134 -1.771571 0.05 -0.02 -0.01 -0.110
C -1.090657 -3.300658 -0.909742 0.06 -0.04 -0.10 -0.037
H -2.533721 -3.524833 2.763867 0.01 0.01 0.07 0.106
H -3.750484 -3.079408 4.842904 0.00 -0.02 0.00 0.087
H -4.109949 -0.741984 5.616895 -0.01 0.00 0.02 0.080
H -3.181510 1.118711 4.257243 0.00 0.02 0.00 0.092
H -1.966709 0.656666 2.187066 0.07 0.16 -0.09 0.090
H -3.861235 -3.099923 1.008552 -0.02 -0.02 -0.06 0.095
H -4.568792 -4.878474 -0.493320 -0.03 0.00 0.01 0.085
H -3.072618 -5.681825 -2.314459 -0.01 -0.03 -0.02 0.077
H -0.835786 -4.615120 -2.565672 -0.03 0.01 0.04 0.075
H -0.113018 -2.850492 -1.035015 -0.05 -0.03 -0.01 0.082